Molecular formula: C21H29N3O3S
Method: DFT, the ωB97M-V functional and the def2-TZVPD basis

Geometry as XYZ:
```
57
Properties=species:S:1:pos:R:3:nbo_charge:R:1
H 3.65054 -0.73898 -0.35438 0.429
H 5.66031 4.74740 -0.22531 0.210
H 0.47840 -3.75455 -0.34278 0.236
H 5.11152 3.52548 -2.36043 0.212
H 2.03542 0.07894 0.69101 0.210
C 5.36637 2.98509 -1.44748 -0.421
O -3.80746 -1.94746 -0.46256 -0.621
C 4.55219 1.71028 1.00705 -0.217
C 1.41386 -1.90578 0.13878 -0.155
C 2.76312 -2.54443 0.15547 0.667
N 3.78280 -1.72792 -0.18154 -0.636
H -1.81100 -2.81749 -0.39524 0.249
H -6.10528 -2.01774 -1.37722 0.249
C 0.31142 -2.70715 -0.14244 -0.165
C -0.96738 -2.18862 -0.16743 -0.197
H -0.22651 1.00950 0.65031 0.203
H 6.88773 0.83396 0.30651 0.178
H -6.19482 1.98067 1.80154 0.228
S -4.35635 1.88554 0.26468 0.203
H -2.40922 0.74789 0.36292 0.403
C 6.09998 0.21957 -0.15234 -0.220
H 5.19514 -3.11494 0.35901 0.237
H 6.43361 2.75403 -1.47768 0.196
H 6.39979 0.01822 -1.18385 0.198
C 4.56169 1.68314 -1.37984 -0.211
C -3.64447 -0.78013 -0.16224 0.663
C 5.16262 -2.14373 -0.14253 -0.222
C -6.05312 -0.21872 -0.23369 0.404
O -7.15362 0.57502 -0.22116 -0.482
H -8.00477 2.36213 0.03405 0.201
N -2.42403 -0.23332 0.11505 -0.602
N 4.81270 0.90614 -0.17718 -0.485
H 3.48082 1.94018 1.01665 0.189
H -7.55518 -1.68597 -0.39888 0.222
H 5.03932 3.59437 1.93310 0.213
C -1.16988 -0.83882 0.11092 0.154
H 3.49266 1.92532 -1.39148 0.191
H -6.04651 -2.27910 0.34961 0.247
H 4.77708 1.11131 1.89187 0.205
C -4.77037 0.17792 -0.07754 -0.401
C 5.05773 3.83675 -0.21862 -0.399
H 4.77262 1.05646 -2.24997 0.202
H -5.95612 3.51164 0.90947 0.241
C 1.20564 -0.56006 0.42785 -0.186
C -0.06984 -0.03525 0.41668 -0.242
C -6.46923 -1.64305 -0.42326 -0.657
H 7.02989 -1.51300 0.70433 0.213
H -6.71285 2.33636 -1.19666 0.189
C -5.99064 2.42781 0.82826 -0.549
C 5.33350 3.02921 1.04734 -0.421
H 5.54185 -2.27101 -1.16506 0.180
H 5.60851 -0.96111 1.59441 0.204
C -7.00915 1.97558 -0.20267 -0.079
H 6.40378 2.82532 1.12367 0.196
H 4.00480 4.12989 -0.23919 0.193
O 2.92018 -3.72364 0.42274 -0.639
C 6.01915 -1.11631 0.59588 -0.408
```

Properties
E: -1605.8212 Ha
2S+1: 1
ΔE to the lowest compared entry with this formula, charge and spin: 1.5129 eV
charge: 0


Molecular formula: C21H29N3OS
Method: DFT, the ωB97M-V functional and the def2-TZVPD basis

Geometry as XYZ:
```
55
Properties=species:S:1:pos:R:3:nbo_charge:R:1
H -5.30691 -1.54968 0.85219 0.197
N -1.68225 -1.27895 -1.11792 -0.630
H -0.58639 -2.91436 0.73599 0.208
C 1.05383 2.74813 0.23382 -0.201
C 1.81308 3.04334 -0.86364 0.119
N 3.12550 2.70197 -0.75769 -0.434
C 4.09324 -1.38092 1.71782 -0.597
H 4.30168 -3.11247 -1.27513 0.213
H 5.15956 -1.32031 1.92603 0.207
C -4.70884 0.53110 0.67566 -0.221
H 2.64221 -0.05817 -1.63909 0.221
C -0.40461 2.95230 0.44425 -0.436
C -2.76557 -1.58163 -0.21012 -0.037
N -3.26928 0.55076 0.88821 -0.448
C 3.85855 -1.61602 0.22424 -0.235
H -4.94307 1.36221 0.00503 0.236
C 1.45436 -2.34764 0.51997 -0.195
C 1.33121 3.69312 -2.11756 -0.643
H 2.14380 3.70954 -2.83771 0.237
H -0.65611 0.84172 0.20266 0.240
H 3.67811 -2.19371 2.30844 0.201
C -2.58577 1.69342 0.63417 0.694
H -1.66400 -0.68125 1.43771 0.232
H 5.51457 -2.99312 0.00450 0.205
O -3.15637 2.71160 0.28706 -0.639
H -0.85715 1.39101 1.86935 0.225
H -4.45106 -2.19519 -1.43064 0.224
H -5.22240 0.71138 1.62779 0.194
C -4.10249 -1.29973 -0.91660 -0.402
H -1.86163 -0.47368 -1.70314 0.376
C -0.34768 -1.39126 -0.76364 0.244
C 0.59819 -0.60578 -1.42891 -0.280
C 1.93841 -0.68806 -1.11352 -0.188
H 4.36830 1.81305 0.65326 0.212
H -6.10731 -0.66163 -0.43906 0.224
H 0.48938 3.14651 -2.53911 0.215
H 3.96558 -3.77830 0.32308 0.200
H -3.26893 -1.25691 1.88615 0.199
C -5.15439 -0.80292 0.07119 -0.414
H 4.37136 -0.82327 -0.33254 0.203
C 3.39461 2.15550 0.36643 -0.128
H -2.69956 -2.64310 0.05415 0.194
H 0.26888 0.07898 -2.19939 0.206
C -2.69644 -0.75272 1.10167 -0.244
H 1.01087 4.71549 -1.92192 0.223
H -0.85422 3.33387 -0.47388 0.241
H -3.95234 -0.52437 -1.67206 0.199
H 1.77159 -3.04126 1.28450 0.208
C -1.07830 1.63118 0.82644 -0.505
C 0.10946 -2.27618 0.21312 -0.296
C 4.44800 -2.96095 -0.20790 -0.593
H 3.62283 -0.45302 2.03677 0.207
C 2.39196 -1.54889 -0.12176 -0.041
H -0.58165 3.69490 1.22627 0.227
S 2.04556 1.99437 1.44505 0.377
```

Properties
E: -1455.3500 Ha
2S+1: 1
ΔE to the lowest compared entry with this formula, charge and spin: 0.0000 eV
charge: 0


Molecular formula: C21H29N5OS
Method: DFT, the ωB97M-V functional and the def2-TZVPD basis

Geometry as XYZ:
```
57
Properties=species:S:1:pos:R:3:nbo_charge:R:1
C -0.12514 2.25705 1.61065 -0.615
H 2.08199 -2.24573 0.01373 0.163
H -10.49674 -1.46627 0.22038 0.215
H 7.24132 -1.87131 1.11496 0.203
C -8.23418 0.96965 -0.40810 -0.237
C 2.22646 -1.18177 -0.23664 -0.241
N -5.79547 0.68749 -0.41513 -0.523
C -7.07251 0.21695 -0.26943 0.192
H 6.43674 -1.80491 -1.83834 0.189
N 5.15979 -0.92469 -0.48563 -0.467
H -3.53434 1.91425 -0.77954 0.441
H -8.16199 2.01770 -0.65147 0.221
H 0.07182 3.77763 0.10501 0.209
C -7.15915 -1.15555 0.04888 -0.269
C -0.70136 2.01575 -0.84142 -0.466
H 0.27758 1.56850 -1.01637 0.275
H 4.46801 0.89237 -1.18415 0.186
H 6.34758 2.31211 -0.40708 0.213
C -1.38074 -0.41957 -0.29280 -0.320
C 3.10538 -0.50683 0.81900 -0.405
N 0.99132 -0.47373 -0.35876 -0.434
N -3.60287 -0.09241 -0.29928 -0.268
C -2.63941 -1.09668 -0.09969 0.637
H 3.12209 0.56528 0.62304 0.201
H -0.17057 -2.15095 0.04518 0.173
H 2.66925 -0.66000 1.80856 0.207
H -1.01859 2.57363 -1.72573 0.220
C -4.94606 -0.26026 -0.22201 0.251
C 4.52597 -1.07426 0.80782 -0.213
H 8.03929 -0.95211 -0.16923 0.199
H 0.02047 2.96675 2.42158 0.212
H 0.81596 1.75391 1.40793 0.217
C 6.18007 -1.90524 -0.77922 -0.194
H 2.74671 -1.11825 -1.19776 0.215
H -0.84256 1.50722 1.93477 0.206
C -9.52991 -1.00549 0.08521 -0.222
C -0.61756 2.97079 0.35904 -0.377
H -8.44200 -2.81813 0.46983 0.218
C -8.38675 -1.76870 0.22660 -0.201
S -5.56024 -1.85746 0.16330 0.448
C -1.64882 0.90333 -0.58856 0.323
H 5.49825 1.56796 0.94403 0.202
H 4.47047 -2.14570 1.01958 0.197
H 6.02517 0.37232 -1.82393 0.196
C 7.46925 -1.85063 0.05192 -0.634
O -2.95673 -2.23860 0.17393 -0.623
H 8.08960 -2.71217 -0.18352 0.211
C -0.10630 -1.07929 -0.18834 0.116
H 5.72133 -2.89078 -0.64563 0.188
C 5.42636 0.43506 -0.91211 -0.210
H -1.59684 3.41694 0.54964 0.191
H 5.09925 -0.60514 1.62416 0.172
N -2.98430 1.09308 -0.58630 -0.361
C 6.13151 1.36598 0.08377 -0.634
C -9.45245 0.34913 -0.22890 -0.211
H 7.06668 0.94036 0.43591 0.204
H -10.36211 0.92139 -0.33336 0.214
```

Properties
E: -1564.8126 Ha
2S+1: 1
ΔE to the lowest compared entry with this formula, charge and spin: 1.5933 eV
charge: 0


Molecular formula: C21H29N5OS2
Method: DFT, the ωB97M-V functional and the def2-TZVPD basis

Geometry as XYZ:
```
58
Properties=species:S:1:pos:R:3:nbo_charge:R:1
O 2.78171 -1.46869 -2.34139 -0.538
H -4.56542 2.75228 -0.01675 0.201
C 1.45682 2.03638 -0.32169 0.016
H 4.35442 -2.28485 -1.29613 0.167
H -5.63987 0.57445 0.09534 0.195
C 1.94038 -2.58407 -2.14680 -0.071
N -3.76366 0.00272 0.72236 -0.442
H 0.35391 2.41638 1.46599 0.223
H -3.76742 -0.00233 -2.23193 0.232
H -2.85347 3.16650 0.24928 0.245
C 2.71233 2.08757 -0.92754 -0.215
H 2.32458 3.18326 2.74537 0.211
C 1.19593 -2.49577 -0.81515 -0.262
N -1.95075 -1.04825 1.71803 -0.598
C 3.72138 -1.38489 -1.29655 -0.072
N -3.21726 1.69623 -1.16318 -0.433
H 1.17306 -3.46154 1.72124 0.192
C 1.33022 2.44378 1.00571 -0.210
H -1.09265 -2.66623 2.71322 0.191
S -2.91767 -2.21761 -0.42475 -0.292
H 2.40954 -2.34008 2.29710 0.199
H -4.16736 1.58468 2.04024 0.199
H 4.78109 2.55672 -0.68999 0.212
H 2.82009 1.79066 -1.95940 0.217
S -1.32078 0.45376 -2.69483 0.369
H 3.78956 -1.24106 0.85013 0.202
C 0.28787 0.78105 -2.16258 -0.453
C -1.89689 1.41434 -1.33148 0.288
N 2.16179 -2.39594 0.26626 -0.448
C 0.28413 1.56378 -1.04620 0.084
H 4.54313 3.24541 1.66602 0.212
H -5.07689 -0.98804 -0.54284 0.260
H 0.63916 -0.99895 2.90387 0.201
H 0.60149 -3.40059 -0.67550 0.209
C 3.67978 2.90954 1.11076 -0.220
H 0.54394 -0.59199 1.19612 0.216
C 3.03335 -1.25290 0.06167 -0.250
C -4.78013 0.03396 -0.30856 -0.245
C 0.48058 -1.41756 1.90807 -0.437
H -2.44730 1.35050 1.63170 0.218
C -4.22299 0.73263 -1.56732 -0.228
H 0.51938 -1.62720 -0.85387 0.184
C -2.85658 -1.01686 0.71886 0.318
H 2.48665 -0.29708 0.08710 0.178
H 1.11888 0.34259 -2.67682 0.259
H 2.54045 -3.50571 -2.16847 0.168
H -5.02332 1.24978 -2.10562 0.200
H 4.33577 -0.50605 -1.49977 0.190
C 3.81265 2.51972 -0.21238 -0.204
C 2.43428 2.87392 1.71574 -0.212
H -0.99515 -2.67560 0.94219 0.247
C -0.91308 -2.04370 1.82858 -0.236
N -0.96254 1.89598 -0.58680 -0.547
H -2.01476 -0.37728 2.46715 0.392
C -3.55541 2.34991 0.08323 -0.234
C -3.46396 1.32667 1.23978 -0.237
C 1.58298 -2.45509 1.59182 -0.204
H 1.23397 -2.58923 -2.97865 0.193
```

Properties
E: -1963.0200 Ha
2S+1: 1
charge: 0


What did the third record say?
Molecular formula: C21H29N5OS
Method: DFT, the ωB97M-V functional and the def2-TZVPD basis

Geometry as XYZ:
```
57
Properties=species:S:1:pos:R:3:nbo_charge:R:1
C -0.12514 2.25705 1.61065 -0.615
H 2.08199 -2.24573 0.01373 0.163
H -10.49674 -1.46627 0.22038 0.215
H 7.24132 -1.87131 1.11496 0.203
C -8.23418 0.96965 -0.40810 -0.237
C 2.22646 -1.18177 -0.23664 -0.241
N -5.79547 0.68749 -0.41513 -0.523
C -7.07251 0.21695 -0.26943 0.192
H 6.43674 -1.80491 -1.83834 0.189
N 5.15979 -0.92469 -0.48563 -0.467
H -3.53434 1.91425 -0.77954 0.441
H -8.16199 2.01770 -0.65147 0.221
H 0.07182 3.77763 0.10501 0.209
C -7.15915 -1.15555 0.04888 -0.269
C -0.70136 2.01575 -0.84142 -0.466
H 0.27758 1.56850 -1.01637 0.275
H 4.46801 0.89237 -1.18415 0.186
H 6.34758 2.31211 -0.40708 0.213
C -1.38074 -0.41957 -0.29280 -0.320
C 3.10538 -0.50683 0.81900 -0.405
N 0.99132 -0.47373 -0.35876 -0.434
N -3.60287 -0.09241 -0.29928 -0.268
C -2.63941 -1.09668 -0.09969 0.637
H 3.12209 0.56528 0.62304 0.201
H -0.17057 -2.15095 0.04518 0.173
H 2.66925 -0.66000 1.80856 0.207
H -1.01859 2.57363 -1.72573 0.220
C -4.94606 -0.26026 -0.22201 0.251
C 4.52597 -1.07426 0.80782 -0.213
H 8.03929 -0.95211 -0.16923 0.199
H 0.02047 2.96675 2.42158 0.212
H 0.81596 1.75391 1.40793 0.217
C 6.18007 -1.90524 -0.77922 -0.194
H 2.74671 -1.11825 -1.19776 0.215
H -0.84256 1.50722 1.93477 0.206
C -9.52991 -1.00549 0.08521 -0.222
C -0.61756 2.97079 0.35904 -0.377
H -8.44200 -2.81813 0.46983 0.218
C -8.38675 -1.76870 0.22660 -0.201
S -5.56024 -1.85746 0.16330 0.448
C -1.64882 0.90333 -0.58856 0.323
H 5.49825 1.56796 0.94403 0.202
H 4.47047 -2.14570 1.01958 0.197
H 6.02517 0.37232 -1.82393 0.196
C 7.46925 -1.85063 0.05192 -0.634
O -2.95673 -2.23860 0.17393 -0.623
H 8.08960 -2.71217 -0.18352 0.211
C -0.10630 -1.07929 -0.18834 0.116
H 5.72133 -2.89078 -0.64563 0.188
C 5.42636 0.43506 -0.91211 -0.210
H -1.59684 3.41694 0.54964 0.191
H 5.09925 -0.60514 1.62416 0.172
N -2.98430 1.09308 -0.58630 -0.361
C 6.13151 1.36598 0.08377 -0.634
C -9.45245 0.34913 -0.22890 -0.211
H 7.06668 0.94036 0.43591 0.204
H -10.36211 0.92139 -0.33336 0.214
```

Properties
E: -1564.8126 Ha
2S+1: 1
ΔE to the lowest compared entry with this formula, charge and spin: 1.5933 eV
charge: 0


Question: Number 2 is which compound?
Answer: C21H29N3OS


Question: charge of number 1 (C21H29N3O3S)?
Answer: 0